Model i:
The following is a quantum chemistry calculation of a 2-piece molecular cluster, FH3N2OS overall, from OMol25.

Values from the calculation:
Orbital gap (spin up / spin down) ... 8.192 / 7.497 eV

CARTESIAN COORDINATES (ANGSTROEM)
N -1.235 0.084 -0.053
N 1.111 -0.463 0.515
O 1.755 0.200 -0.310
F 0.712 -1.669 -0.166
S 2.530 1.568 -0.084
H -1.558 0.562 0.864
H -1.439 -0.886 0.073
H -1.877 0.602 -0.840

---

Model ii:
The following is a quantum chemistry calculation of a 2-piece molecular cluster, FH3N2OS overall, from OMol25.

Values from the calculation:
Orbital gap (spin up / spin down) ... 8.478 / 8.541 eV

CARTESIAN COORDINATES (ANGSTROEM)
N 0.470 0.172 -0.485
N -0.783 0.473 0.181
O -3.848 0.732 0.962
F -3.396 -1.360 -0.371
S -3.305 0.308 -0.316
H 0.995 0.991 -0.338
H -0.860 1.469 -0.147
H 0.887 -0.698 -0.164

---

Model iii:
The following is a quantum chemistry calculation of one molecule with the formula FH3N2OS, from OMol25.

Values from the calculation:
Orbital gap ... 10.187 eV

CARTESIAN COORDINATES (ANGSTROEM)
N 1.440 -0.055 0.346
N 0.418 -0.215 -0.513
F -0.314 -1.615 -0.382
O -0.531 0.840 0.085
S -2.055 0.541 0.040
H 1.135 -0.028 1.266
H 2.348 -0.485 0.316
H -2.440 1.017 -1.158

---

List of relative energies, unit kJ/mol: model i 270.7; model ii 0.0; model iii 176.5

---

Model i:
The following is a quantum chemistry calculation of a 2-piece molecular cluster, C2H7O2 overall, from OMol25.

Values from the calculation:
Orbital gap ... 10.553 eV
Total charge ... +1

CARTESIAN COORDINATES (ANGSTROEM)
O -1.094 1.805 -0.239
H -0.529 2.605 -0.413
H 1.866 -0.078 0.371
H -1.976 2.141 -0.138
C 1.162 -0.820 0.657
C 0.220 -1.081 -0.466
O -1.041 -0.919 -0.635
H 0.588 -0.377 1.495
H 1.788 -1.703 1.019
H 0.544 -1.458 -1.450
H -1.529 -0.115 -0.201

---

Model ii:
The following is a quantum chemistry calculation of a 2-piece molecular cluster, C2H7O2 overall, from OMol25.

Values from the calculation:
Orbital gap (spin up / spin down) ... 8.660 / 6.355 eV
Total charge ... +1

CARTESIAN COORDINATES (ANGSTROEM)
C 1.916 -0.205 -0.257
C -1.927 -0.057 0.049
O -0.717 0.594 0.266
O 1.305 -0.001 0.835
H 3.046 -0.199 -0.172
H 1.639 -1.158 -0.530
H 1.927 0.736 -0.942
H -2.225 0.390 -0.869
H -1.683 -1.128 -0.227
H -2.657 0.074 0.727
H -0.623 0.953 1.118

---

Model iii:
The following is a quantum chemistry calculation of a 2-piece molecular cluster, C2H7O2 overall, from OMol25.

Values from the calculation:
Orbital gap ... 11.453 eV
Total charge ... +1

CARTESIAN COORDINATES (ANGSTROEM)
O -1.518 0.843 -0.401
H -2.102 1.320 0.224
H 2.218 -0.196 0.094
H -1.653 1.297 -1.246
C 1.277 0.227 0.481
C 0.290 -0.638 -0.131
O -0.071 -1.755 0.377
H 1.318 0.268 1.562
H 1.127 1.218 0.059
H 0.106 -0.563 -1.205
H -0.992 -2.021 0.186

---

List of relative energies, unit kJ/mol: model i 24.7; model ii 522.8; model iii 0.0